{
  "formula": "C5H8O2",
  "method": "the ωB97M-V functional and the def2-TZVPD basis",
  "molar_mass_g_mol": 100.1,
  "energy_ha": -345.64470,
  "orbital_gap_ev": 9.8,
  "total_charge": 0,
  "relative_energy_kj_mol": 420.8,
  "lumo_energy_ev": 0.93,
  "smiles": "C1CO[C@@H]2C[C@@H]2O1",
  "species": ["C", "C", "O", "C", "C", "C", "O", "H", "H", "H", "H", "H", "H", "H", "H"],
  "coordinates": [[1.51, -0.38, -0.08], [0.92, 0.84, -0.67], [-0.29, 0.65, -1.40], [-1.27, 0.02, -0.57], [-1.34, 0.19, 0.94], [-0.80, -1.08, 0.33], [0.59, -1.36, 0.39], [2.23, -0.95, -0.65], [2.37, 0.39, 0.40], [0.72, 1.61, 0.08], [1.96, 1.20, -1.00], [-2.22, -0.06, -1.10], [-0.63, 0.83, 1.45], [-2.32, 0.15, 1.41], [-1.38, -2.00, 0.44]]
}

{
  "formula": "C5H8O2",
  "method": "the ωB97M-V functional and the def2-TZVPD basis",
  "molar_mass_g_mol": 100.1,
  "energy_ha": -345.64101,
  "orbital_gap_ev": 9.7,
  "total_charge": 0,
  "relative_energy_kj_mol": 430.4,
  "lumo_energy_ev": 0.91,
  "smiles": "C[C@@H]1[C@H](O)[C@@H]2O[C@H]12",
  "species": ["C", "C", "C", "O", "C", "O", "C", "H", "H", "H", "H", "H", "H", "H", "H"],
  "coordinates": [[1.60, -0.52, 0.18], [0.34, 0.22, 0.55], [-1.03, -0.52, 0.46], [-1.00, -1.77, -0.16], [-1.65, 0.61, -0.41], [-0.78, 0.60, -1.54], [-0.11, 1.20, -0.50], [2.46, 0.16, 0.24], [1.53, -0.88, -0.86], [1.76, -1.37, 0.83], [0.41, 0.69, 1.53], [-1.53, -0.66, 1.42], [-0.73, -1.62, -1.08], [-1.53, 1.66, 0.05], [0.25, 2.20, -0.71]]
}

{
  "formula": "C5H8O2",
  "method": "the ωB97M-V functional and the def2-TZVPD basis",
  "molar_mass_g_mol": 100.1,
  "energy_ha": -345.73835,
  "orbital_gap_ev": 10.3,
  "total_charge": 0,
  "relative_energy_kj_mol": 174.9,
  "lumo_energy_ev": 0.86,
  "species": ["O", "C", "C", "C", "C", "C", "O", "H", "H", "H", "H", "H", "H", "H", "H"],
  "coordinates": [[-1.91, 0.64, -1.05], [-0.70, 0.68, -0.35], [-0.79, -0.11, 0.98], [0.43, -1.02, 0.75], [1.49, -0.05, 0.20], [0.48, -0.11, -0.95], [0.19, -1.49, -0.60], [-1.85, 1.32, -1.74], [-0.37, 1.73, -0.25], [-0.73, 0.51, 1.88], [-1.71, -0.71, 1.00], [0.65, -1.81, 1.47], [1.64, 0.90, 0.72], [2.44, -0.54, -0.04], [0.72, 0.04, -2.01]]
}

{
  "formula": "C5H8O2",
  "method": "the ωB97M-V functional and the def2-TZVPD basis",
  "molar_mass_g_mol": 100.1,
  "energy_ha": -345.67553,
  "orbital_gap_ev": 10.4,
  "total_charge": 0,
  "relative_energy_kj_mol": 339.8,
  "lumo_energy_ev": 0.51,
  "species": ["O", "C", "C", "C", "C", "C", "O", "H", "H", "H", "H", "H", "H", "H", "H"],
  "coordinates": [[-2.04, 1.01, 1.17], [-2.24, 1.38, 0.04], [0.71, -0.36, 0.43], [1.88, -0.95, 0.12], [2.09, -0.24, -1.21], [0.72, 0.40, -0.84], [-0.01, 1.18, -1.40], [-2.32, -1.36, 1.30], [-2.15, 2.44, -0.26], [-2.54, 0.68, -0.76], [0.02, -0.43, 1.26], [2.49, -1.68, 0.63], [-2.30, -2.10, 1.25], [2.07, -0.86, -2.11], [2.93, 0.46, -1.26]]
}

{
  "formula": "C5H8O2",
  "method": "the ωB97M-V functional and the def2-TZVPD basis",
  "molar_mass_g_mol": 100.1,
  "energy_ha": -345.69270,
  "orbital_gap_ev": 10.7,
  "total_charge": 0,
  "relative_energy_kj_mol": 294.7,
  "lumo_energy_ev": 0.95,
  "smiles": "C[C@H]1OC12COC2",
  "species": ["C", "C", "O", "C", "C", "O", "C", "H", "H", "H", "H", "H", "H", "H", "H"],
  "coordinates": [[2.14, -0.26, 0.70], [0.90, 0.48, 0.26], [0.70, 0.70, -1.15], [-0.34, 0.12, -0.42], [-1.66, 0.78, 0.07], [-2.23, -0.53, 0.12], [-1.24, -1.04, -0.77], [2.10, -0.53, 1.76], [2.32, -1.17, 0.11], [3.03, 0.38, 0.58], [0.56, 1.35, 0.82], [-1.74, 1.28, 1.06], [-2.13, 1.43, -0.68], [-1.57, -0.91, -1.82], [-0.97, -2.08, -0.58]]
}

{
  "formula": "C5H8O2",
  "method": "the ωB97M-V functional and the def2-TZVPD basis",
  "molar_mass_g_mol": 100.1,
  "energy_ha": -345.70471,
  "orbital_gap_ev": 10.7,
  "total_charge": 0,
  "relative_energy_kj_mol": 263.2,
  "lumo_energy_ev": 0.89,
  "smiles": "C=CC1(O)COC1",
  "species": ["C", "C", "C", "O", "C", "O", "C", "H", "H", "H", "H", "H", "H", "H", "H"],
  "coordinates": [[-0.35, 0.86, 1.90], [0.49, 0.13, 1.16], [0.04, -0.35, -0.19], [-0.86, -1.36, 0.24], [1.03, -0.75, -1.30], [0.60, 0.33, -2.14], [-0.49, 0.63, -1.26], [-0.32, 0.88, 2.98], [-1.15, 1.43, 1.42], [1.28, -0.47, 1.61], [-1.21, -0.92, 1.05], [2.10, -0.68, -1.08], [0.81, -1.73, -1.74], [-1.45, 0.30, -1.67], [-0.53, 1.70, -1.00]]
}

{
  "formula": "C5H8O2",
  "method": "the ωB97M-V functional and the def2-TZVPD basis",
  "molar_mass_g_mol": 100.1,
  "energy_ha": -345.68445,
  "orbital_gap_ev": 10.7,
  "total_charge": 0,
  "relative_energy_kj_mol": 316.4,
  "lumo_energy_ev": 0.91,
  "smiles": "O[C@H]1C[C@]2(CO2)C1",
  "species": ["O", "C", "C", "C", "C", "O", "C", "H", "H", "H", "H", "H", "H", "H", "H"],
  "coordinates": [[-2.15, 0.80, 0.91], [-1.19, -0.21, 0.77], [0.28, 0.19, 1.11], [0.60, 0.03, -0.39], [1.90, -0.11, -1.07], [1.27, 1.15, -0.92], [-0.77, -0.53, -0.69], [-1.84, 1.58, 0.43], [-1.55, -1.06, 1.34], [0.39, 1.24, 1.39], [0.78, -0.42, 1.87], [2.35, -0.64, -0.25], [2.02, -0.43, -2.10], [-1.29, 0.01, -1.48], [-0.77, -1.60, -0.91]]
}

{
  "formula": "C5H8O2",
  "method": "the ωB97M-V functional and the def2-TZVPD basis",
  "molar_mass_g_mol": 100.1,
  "energy_ha": -345.67437,
  "orbital_gap_ev": 9.7,
  "total_charge": 0,
  "relative_energy_kj_mol": 342.9,
  "lumo_energy_ev": 0.94,
  "smiles": "CO/C=C\\[C@@H]1CO1",
  "species": ["C", "O", "C", "C", "C", "C", "O", "H", "H", "H", "H", "H", "H", "H", "H"],
  "coordinates": [[2.73, -0.47, 0.09], [1.31, -0.48, -0.02], [0.74, 0.70, 0.10], [-0.54, 0.87, 0.15], [-1.42, -0.33, 0.04], [-2.73, -0.25, -0.53], [-2.55, -0.42, 0.88], [2.99, 0.41, -0.51], [3.17, -0.39, 1.19], [3.10, -1.38, -0.18], [1.47, 1.54, 0.13], [-1.11, 1.85, 0.28], [-0.75, -1.32, 0.08], [-3.19, -1.08, -1.02], [-3.21, 0.75, -0.67]]
}

{
  "formula": "C5H8O2",
  "method": "the ωB97M-V functional and the def2-TZVPD basis",
  "molar_mass_g_mol": 100.1,
  "energy_ha": -345.66834,
  "orbital_gap_ev": 10.3,
  "total_charge": 0,
  "relative_energy_kj_mol": 358.7,
  "lumo_energy_ev": 1.03,
  "smiles": "OCCOC1C=C1",
  "species": ["O", "C", "C", "O", "C", "C", "C", "H", "H", "H", "H", "H", "H", "H", "H"],
  "coordinates": [[0.99, -0.89, 1.18], [1.63, -0.23, 0.11], [0.87, 0.95, -0.48], [-0.19, 0.63, -1.34], [-1.34, 0.01, -0.82], [-1.84, 0.07, 0.57], [-1.35, -1.07, 0.18], [0.36, -0.28, 1.57], [1.80, -0.97, -0.69], [2.61, 0.13, 0.45], [0.53, 1.62, 0.33], [1.57, 1.53, -1.10], [-2.04, -0.03, -1.66], [-2.40, 0.59, 1.33], [-1.15, -2.11, 0.38]]
}

{
  "formula": "C5H8O2",
  "method": "the ωB97M-V functional and the def2-TZVPD basis",
  "molar_mass_g_mol": 100.1,
  "energy_ha": -345.72084,
  "orbital_gap_ev": 10.8,
  "total_charge": 0,
  "relative_energy_kj_mol": 220.9,
  "lumo_energy_ev": 0.93,
  "smiles": "C[C@@]1(O)C[C@H]2O[C@H]21",
  "species": ["C", "C", "O", "C", "C", "O", "C", "H", "H", "H", "H", "H", "H", "H", "H"],
  "coordinates": [[-1.36, -1.05, -0.47], [-0.43, 0.12, -0.22], [-1.11, 1.28, -0.66], [0.18, 0.33, 1.21], [1.56, 0.28, 0.58], [1.68, -0.99, -0.06], [1.01, 0.05, -0.76], [-0.82, -2.00, -0.37], [-2.18, -1.03, 0.25], [-1.78, -0.97, -1.47], [-0.48, 2.01, -0.69], [-0.13, 1.32, 1.54], [-0.02, -0.41, 1.99], [2.49, 0.75, 0.89], [1.39, 0.32, -1.75]]
}

{
  "formula": "C5H8O2",
  "method": "the ωB97M-V functional and the def2-TZVPD basis",
  "molar_mass_g_mol": 100.1,
  "energy_ha": -345.64226,
  "orbital_gap_ev": 8.6,
  "total_charge": 0,
  "relative_energy_kj_mol": 427.2,
  "lumo_energy_ev": -0.90,
  "species": ["O", "C", "C", "C", "C", "C", "O", "H", "H", "H", "H", "H", "H", "H", "H"],
  "coordinates": [[-0.43, 2.30, -0.20], [0.22, 1.29, 0.54], [-0.47, -0.03, 0.21], [-0.35, -0.40, -1.27], [1.06, -2.02, 0.25], [0.17, -1.16, 0.96], [0.14, -1.41, 2.17], [0.01, 3.14, -0.04], [0.15, 1.47, 1.62], [1.29, 1.23, 0.28], [-1.52, 0.06, 0.52], [-1.17, -1.04, -1.60], [-0.32, 0.49, -1.91], [0.60, -0.94, -1.45], [0.60, -2.97, -0.08]]
}

{
  "formula": "C5H8O2",
  "method": "the ωB97M-V functional and the def2-TZVPD basis",
  "molar_mass_g_mol": 100.1,
  "energy_ha": -345.70299,
  "orbital_gap_ev": 10.2,
  "total_charge": 0,
  "relative_energy_kj_mol": 267.7,
  "lumo_energy_ev": 0.81,
  "species": ["C", "C", "O", "C", "C", "C", "O", "H", "H", "H", "H", "H", "H", "H", "H"],
  "coordinates": [[-0.09, 1.71, -0.65], [0.56, 0.33, -0.73], [1.66, 0.03, 0.16], [0.99, -1.14, 0.63], [-0.23, -0.73, 1.40], [-0.25, -0.79, -0.11], [-1.23, -1.45, -0.83], [-0.96, 1.61, 0.03], [0.59, 2.49, -0.30], [-0.55, 2.06, -1.58], [0.85, 0.07, -1.76], [1.57, -2.05, 0.75], [-0.76, -1.56, 1.87], [-0.22, 0.20, 1.97], [-1.95, -0.80, -0.87]]
}

{
  "formula": "C5H8O2",
  "method": "the ωB97M-V functional and the def2-TZVPD basis",
  "molar_mass_g_mol": 100.1,
  "energy_ha": -345.76152,
  "orbital_gap_ev": 10.4,
  "total_charge": 0,
  "relative_energy_kj_mol": 114.0,
  "lumo_energy_ev": 0.79,
  "smiles": "CC(=O)[C@@H](C)C=O",
  "species": ["C", "C", "O", "C", "C", "C", "O", "H", "H", "H", "H", "H", "H", "H", "H"],
  "coordinates": [[0.35, -0.92, 1.65], [-0.68, -0.80, 0.44], [-1.31, -1.80, 0.16], [-0.70, 0.52, -0.35], [0.33, 0.39, -1.58], [-2.04, 0.74, -0.99], [-2.39, 1.79, -1.43], [-0.09, -0.54, 2.54], [1.32, -0.43, 1.46], [0.50, -1.95, 1.89], [-0.47, 1.44, 0.32], [0.08, -0.53, -2.00], [1.34, 0.22, -1.21], [0.04, 1.20, -2.18], [-2.70, -0.17, -1.10]]
}

{
  "formula": "C5H8O2",
  "method": "the ωB97M-V functional and the def2-TZVPD basis",
  "molar_mass_g_mol": 100.1,
  "energy_ha": -345.69304,
  "orbital_gap_ev": 10.8,
  "total_charge": 0,
  "relative_energy_kj_mol": 293.8,
  "lumo_energy_ev": 0.92,
  "smiles": "O[C@H]1C[C@]2(CO2)C1",
  "species": ["O", "C", "C", "C", "C", "O", "C", "H", "H", "H", "H", "H", "H", "H", "H"],
  "coordinates": [[2.01, -0.27, -1.56], [1.20, 0.49, -0.68], [0.82, -0.19, 0.65], [-0.67, -0.08, 0.32], [-1.74, -0.27, 1.35], [-1.70, -1.05, 0.16], [-0.30, 0.65, -1.02], [1.68, -1.17, -1.58], [1.72, 1.45, -0.60], [1.28, -1.15, 0.89], [1.01, 0.51, 1.48], [-1.61, -0.97, 2.19], [-2.50, 0.48, 1.57], [-0.55, -0.05, -1.83], [-0.65, 1.64, -1.34]]
}

{
  "formula": "C5H8O2",
  "method": "the ωB97M-V functional and the def2-TZVPD basis",
  "molar_mass_g_mol": 100.1,
  "energy_ha": -345.66308,
  "orbital_gap_ev": [7.9, 7.9],
  "total_charge": 0,
  "relative_energy_kj_mol": 372.5,
  "lumo_energy_ev": [-0.19, -0.19],
  "species": ["C", "C", "O", "C", "C", "C", "O", "H", "H", "H", "H", "H", "H", "H", "H"],
  "coordinates": [[0.70, -0.16, -1.38], [-0.12, -0.83, 0.71], [0.52, -1.90, 1.06], [0.07, 0.48, 1.39], [-0.71, 1.20, 0.27], [-0.74, -0.04, -0.70], [-1.70, -0.38, -1.41], [1.59, 0.04, -0.77], [0.79, -1.14, -1.84], [0.66, 0.59, -2.17], [0.21, -2.64, 0.51], [-0.46, 0.47, 2.35], [1.11, 0.77, 1.58], [-1.72, 1.47, 0.57], [-0.20, 2.07, -0.16]]
}

{
  "formula": "C5H8O2",
  "method": "the ωB97M-V functional and the def2-TZVPD basis",
  "molar_mass_g_mol": 100.1,
  "energy_ha": -345.70756,
  "orbital_gap_ev": 10.2,
  "total_charge": 0,
  "relative_energy_kj_mol": 255.7,
  "lumo_energy_ev": 0.91,
  "species": ["C", "C", "C", "O", "C", "C", "O", "H", "H", "H", "H", "H", "H", "H", "H"],
  "coordinates": [[1.63, -0.21, 0.78], [0.27, -0.02, 0.18], [-0.28, 1.35, -0.09], [-1.65, 0.90, 0.00], [-1.18, -0.38, 0.47], [-0.48, -1.03, -0.66], [-0.87, -0.82, -1.98], [1.75, 0.34, 1.72], [1.85, -1.27, 0.94], [2.33, 0.27, 0.07], [0.05, 1.80, -1.04], [-0.09, 2.06, 0.73], [-1.66, -0.81, 1.33], [-0.17, -2.06, -0.49], [-1.52, -0.11, -1.94]]
}